Molecular formula: C41H52AsBr2N3O7Si2Tc
Method: DFT, wB97M-V/def2-TZVPD

Results
- ΔE to the lowest compared entry with this formula, charge and spin (kJ/mol) = 0.00
- HOMO-LUMO gap (alpha / beta) (eV) = 7.07 / 5.54
- HOMO (alpha / beta) (eV) = -7.59 / -7.59
- total charge = 0
- multiplicity = 4
- energy (eV) = -281045.42837
- lowest unoccupied orbital energy (alpha / beta) (eV) = -0.52 / -2.05

```
109
Properties=species:S:1:pos:R:3:forces:R:3
Tc 0.3636 0.4415 -0.1001 0.50 -0.39 -0.04
Br 5.7510 5.3350 -2.8675 0.01 0.01 -0.02
Br -0.8101 2.2519 1.3495 -0.06 0.31 0.10
As -0.0241 1.3451 -2.3435 -0.12 -0.12 -0.20
Si 1.3357 0.6710 -4.1671 -0.09 0.17 -0.14
Si -2.2622 1.3907 -3.0779 -0.04 0.10 -0.02
O 1.0787 -1.1798 -1.0069 -0.01 -0.07 0.02
O 2.4435 1.1262 -0.1318 -0.27 0.13 0.24
O 1.6641 -3.3037 -0.6892 0.03 0.01 0.06
O 2.9379 -4.4991 4.1083 -0.12 -0.09 -0.04
O 2.2810 -3.0600 5.7395 -0.12 -0.09 -0.02
O 1.4180 3.5651 -0.4799 0.04 0.04 0.08
O -1.3732 -0.3571 0.1094 -0.05 0.12 -0.08
N 6.3220 0.0453 -1.0489 -0.06 -0.03 0.07
N 4.3923 -0.3975 -0.0597 -0.17 0.02 -0.04
N 1.1139 -0.6528 1.5684 -0.13 -0.14 -0.02
C 5.2027 -1.5152 0.0609 0.03 -0.08 0.05
C 1.8422 -2.8446 2.1593 -0.08 0.02 0.05
C -2.2236 -0.1611 1.1214 0.00 -0.03 0.07
C 1.4308 -1.9178 1.2308 0.00 0.04 -0.01
C 7.4583 -2.1802 -0.5980 0.01 0.01 0.01
C 3.2070 2.0876 -0.7181 0.07 -0.22 -0.04
C 2.6675 3.3560 -0.9512 -0.01 0.08 -0.01
C 4.7320 4.0136 -1.9820 -0.03 -0.05 0.04
C -3.4161 -2.4670 0.7875 0.00 0.01 -0.01
C 1.9397 -2.4689 3.4964 -0.16 -0.06 -0.03
C 2.4232 -3.4728 4.5782 0.39 0.24 0.05
C 1.2113 -0.2804 2.8508 -0.01 -0.02 0.01
C -3.4959 -3.5598 1.8665 -0.01 0.00 -0.01
C 1.8413 2.2881 -4.9694 -0.01 0.00 0.02
C 1.3896 -2.2183 -0.2442 0.00 0.01 -0.14
C -4.7405 -2.4150 0.0103 0.00 -0.01 0.00
C -4.7727 2.0039 5.0678 -0.01 0.01 0.00
C 5.2994 2.7933 -1.6966 -0.03 0.04 -0.01
C 4.9653 -2.7448 0.6728 0.02 0.00 -0.02
C -4.0306 0.4361 3.2247 -0.01 0.00 0.00
C -3.0347 1.3427 2.8957 0.00 -0.04 0.00
C -2.1771 1.0146 1.8667 0.06 0.02 -0.03
C 0.3093 -0.3630 -5.3373 -0.01 -0.01 0.01
C -2.9809 -0.2719 -3.5299 0.06 -0.03 0.03
C 0.7499 4.7457 -0.8984 -0.03 0.01 -0.01
C -5.0447 0.6888 4.3383 0.01 0.00 0.00
C -6.4523 0.7499 3.7297 0.00 -0.01 0.00
C 5.0851 0.5004 -0.7183 -0.01 0.09 -0.15
C -2.3076 -2.8905 -0.1831 -0.01 0.02 -0.03
C 4.5337 1.8152 -1.0573 0.05 -0.01 0.02
C -2.2737 2.5390 -4.5601 -0.01 -0.03 -0.02
C -3.2131 -1.1022 1.4660 0.00 -0.01 0.05
C -3.2439 2.1347 -1.6732 0.01 0.03 -0.01
C 6.4275 -1.2486 -0.5569 0.01 0.02 -0.01
C 5.9847 -3.6714 0.6384 0.02 -0.02 -0.01
C 1.6148 -1.1607 3.8330 0.00 0.02 0.02
C 7.2112 -3.3938 0.0119 -0.01 0.01 0.00
C 2.8415 -0.2927 -3.6660 -0.01 -0.04 0.10
C -4.0822 -0.7506 2.4926 -0.01 0.01 0.01
C -4.9783 -0.4527 5.3624 0.00 0.01 0.01
C 3.4260 4.3104 -1.6088 0.03 0.07 -0.03
H 4.0223 -2.9619 1.1543 0.13 0.00 -0.03
H 2.1090 -3.8501 1.8623 -0.05 -0.02 0.02
H -0.5816 0.1562 -5.6925 0.01 -0.01 0.00
H 3.3345 -0.6176 -4.5876 0.02 -0.02 0.03
H -4.3072 2.1474 -1.9275 0.00 0.02 -0.01
H -5.5087 2.1371 5.8619 0.00 0.00 0.00
H -0.2617 4.6725 -0.5072 0.00 0.00 -0.01
H 0.9702 2.8638 -5.2899 0.00 -0.01 -0.01
H -3.7826 2.0108 5.5279 0.00 0.00 0.01
H 3.0595 0.2913 0.0382 0.21 -0.02 0.03
H 6.3294 2.6078 -1.9668 -0.01 -0.01 0.00
H -6.5305 1.5712 3.0146 0.00 0.00 0.00
H 5.8380 -4.6342 1.1080 -0.01 0.01 0.02
H 1.6832 -0.8657 4.8715 0.00 -0.01 0.00
H 7.9830 -4.1518 0.0101 0.00 0.00 0.00
H -3.9765 -0.5380 5.7863 0.00 0.00 0.00
H -3.8891 -0.0973 -4.1140 -0.02 -0.04 0.02
H 0.7141 4.8032 -1.9890 0.00 0.01 0.00
H -2.9326 3.1607 -1.4658 0.00 0.00 0.01
H -4.9081 -3.3623 -0.5064 0.00 0.00 0.00
H 0.9571 0.7480 3.0734 -0.02 0.00 0.00
H -3.3011 2.7509 -4.8671 0.00 0.00 0.00
H -5.5896 -2.2348 0.6721 0.00 0.01 0.00
H -5.2377 -1.4139 4.9177 0.01 0.00 -0.01
H -2.3090 -0.8889 -4.1248 0.01 0.02 -0.02
H -4.8564 -1.4609 2.7497 0.00 0.00 0.00
H -2.2167 -2.2224 -1.0366 0.00 -0.02 0.00
H 2.5965 -1.1687 -3.0657 -0.04 -0.02 -0.01
H -5.6805 -0.2639 6.1769 0.00 0.00 0.00
H -3.1275 1.5505 -0.7592 -0.01 -0.02 0.01
H -6.7018 -0.1755 3.2085 -0.01 0.00 0.01
H -3.2537 -0.8343 -2.6356 0.03 0.00 0.01
H -2.9138 2.2793 3.4198 0.00 0.00 0.00
H 2.4735 2.1127 -5.8435 0.00 -0.01 0.00
H 8.4049 -1.9678 -1.0768 0.00 0.00 0.00
H -7.1960 0.9053 4.5141 0.00 0.00 0.00
H -2.5779 -3.5893 2.4558 0.00 0.00 0.00
H -3.6221 -4.5328 1.3885 0.00 0.00 0.00
H 0.9210 -0.6172 -6.2073 -0.01 0.00 -0.01
H 7.0327 0.5498 -1.5471 -0.02 0.01 0.00
H -4.7219 -1.6169 -0.7357 0.01 -0.01 -0.01
H 3.0238 5.2906 -1.8166 0.00 -0.02 0.00
H -4.3334 -3.4195 2.5495 0.00 -0.01 0.00
H -1.7872 3.4882 -4.3281 -0.02 0.01 0.01
H 2.4053 2.9017 -4.2612 0.02 -0.01 -0.01
H 1.2327 5.6368 -0.4922 0.00 0.00 0.00
H 3.5457 0.3205 -3.1077 0.08 0.08 0.05
H 0.0020 -1.2962 -4.8621 0.01 0.00 0.00
H -2.5478 -3.8888 -0.5540 0.01 -0.01 0.00
H -4.8531 2.8632 4.3985 0.01 0.00 -0.01
H -1.7559 2.0971 -5.4138 -0.01 0.02 0.00
H -1.3350 -2.9443 0.3060 0.00 -0.01 0.02
```
Positions in Å, forces in eV/Å.



Molecular formula: C41H52BF5KN11P2S
Method: DFT, wB97M-V/def2-TZVPD

Results
- ΔE to the lowest compared entry with this formula, charge and spin (kJ/mol) = 0.00
- HOMO-LUMO gap (alpha / beta) (eV) = 4.43 / 7.28
- HOMO (alpha / beta) (eV) = -2.36 / -5.21
- total charge = -1
- multiplicity = 2
- energy (eV) = -119760.94976
- lowest unoccupied orbital energy (alpha / beta) (eV) = 2.07 / 2.07

```
114
Properties=species:S:1:pos:R:3:forces:R:3
K -0.4949 -0.1715 -0.2272 0.01 -0.22 0.12
S 2.2222 0.4518 3.3691 0.30 -0.06 -0.40
P 0.5366 2.8471 0.1273 -0.19 0.76 -0.02
P 1.8741 1.0416 -2.2740 0.61 0.06 -0.06
F 3.9930 -3.0933 2.7469 -0.02 0.07 0.11
F 2.3007 -2.6303 4.0224 0.19 0.04 -0.05
F 2.2868 -1.4637 1.4971 0.00 0.12 -0.02
F 4.2291 -1.6987 4.3912 -0.08 -0.10 -0.08
F 4.1592 -0.4798 1.9799 0.17 0.14 0.01
N -2.3829 -1.0970 -1.9119 0.02 0.22 -0.25
N 3.1127 3.3077 0.9122 -0.27 0.24 0.17
N -1.0468 -3.2638 0.1498 0.18 0.26 -0.09
N -4.8002 -3.3357 -0.2281 -0.14 0.18 -0.13
N 4.2350 1.5616 -0.9996 0.22 -0.26 -0.30
N -3.0470 -2.2127 -1.5602 -0.19 -0.11 -0.06
N -5.0676 -4.5938 0.1718 0.01 -0.22 0.09
N -2.3406 -3.4653 0.4926 -0.17 -0.31 0.15
N -0.0312 -0.9305 2.9482 -0.02 0.10 0.03
N -2.8858 -0.2876 0.8394 -0.05 0.15 0.32
N -3.6916 -1.3653 0.7897 -0.36 0.01 0.00
C 1.1665 -4.1196 0.8196 -0.10 -0.01 0.02
C 0.4248 3.5787 1.8147 0.06 -0.08 -0.10
C -5.8916 -2.7714 -0.7910 -0.02 -0.07 0.07
C 0.0609 4.3999 -0.8615 -0.01 -0.09 0.02
C -1.3874 4.7572 -0.5120 0.06 -0.03 0.01
C 6.6591 3.3978 1.8436 0.11 0.04 0.07
C -1.7451 -1.2551 4.5824 0.06 0.17 0.29
C 5.0206 2.1665 -0.0598 -0.08 0.01 0.01
C 7.2097 2.5228 0.9113 0.07 -0.01 -0.01
C 4.1377 0.2438 -3.9359 -0.14 0.07 0.07
C -4.6188 -1.3001 1.7698 0.00 0.11 0.05
C 3.3924 -2.1168 3.4382 0.03 -0.21 0.13
C 0.1154 4.0614 -2.3483 0.00 -0.01 0.10
C -2.7310 -2.3550 -3.7365 -0.01 -0.05 -0.02
C -3.3061 0.4659 1.8479 -0.28 -0.08 -0.02
C 4.4542 3.0578 0.8968 0.18 -0.12 -0.07
C 0.2028 0.0074 5.1414 0.15 0.09 -0.06
C -4.4161 -0.1335 2.4721 0.07 -0.04 0.07
C 0.6597 -0.2455 3.8527 -0.17 -0.19 -0.07
C -6.9092 -3.6941 -0.7511 -0.05 0.00 -0.01
C 3.4096 2.6314 -4.0180 0.01 -0.05 0.11
C 5.2986 3.6597 1.8421 -0.05 -0.06 -0.06
C -6.9837 -6.1396 0.1620 0.12 0.03 0.03
C -1.1972 -1.4510 3.3257 -0.08 -0.07 -0.21
C -6.3359 -4.8248 -0.1347 0.02 0.16 -0.07
C 1.9920 0.8444 -5.0232 -0.03 0.03 0.06
C -0.3216 -4.0546 0.9269 -0.10 -0.09 0.07
C -2.6231 1.7462 2.2023 0.04 -0.16 -0.03
C -1.1534 -4.7833 1.8006 -0.02 0.08 0.07
C 0.9872 5.5766 -0.5641 -0.02 -0.04 -0.01
C 2.2088 -0.7167 -1.8175 0.02 0.14 -0.16
C -2.4290 -4.3699 1.4918 0.13 -0.01 0.00
C 3.0210 -0.9559 2.4995 -0.35 0.41 0.20
C 2.9209 1.8409 -0.9828 -0.29 0.24 0.17
C 6.3996 1.9081 -0.0295 -0.09 0.08 0.08
C -1.4837 -0.0592 -3.9462 -0.02 -0.10 0.14
C -2.1914 -1.1608 -3.2242 -0.13 -0.16 0.07
C 2.3619 2.7035 -0.0259 0.17 -0.38 -0.22
C 2.9326 1.1859 -3.8619 -0.17 0.01 0.02
C -3.2613 -2.9937 -2.6385 0.08 0.05 -0.11
C -1.0380 -0.4907 5.5018 -0.08 -0.18 -0.17
B -3.4513 -2.5976 -0.1268 0.33 0.04 0.02
H -7.9167 -3.5805 -1.1161 0.01 0.01 0.00
H 3.2617 -0.8269 -1.5616 0.00 -0.13 0.04
H 2.0333 5.2887 -0.6780 0.00 0.04 0.00
H 0.8174 0.5792 5.8234 -0.03 -0.04 0.05
H 0.7779 6.4021 -1.2534 -0.03 0.01 0.01
H -1.6743 -0.1067 -5.0176 -0.01 0.01 -0.01
H 0.5398 2.7772 2.5363 0.04 -0.12 0.21
H -2.0419 3.8896 -0.6343 -0.04 0.03 0.01
H 1.5126 -3.4884 0.0020 0.04 -0.01 0.03
H -0.4067 -0.1243 -3.7869 -0.02 0.07 -0.05
H -5.3645 -2.0671 1.9029 0.04 -0.03 -0.08
H 1.6021 -0.9494 -0.9459 0.34 -0.30 -0.02
H -0.2212 4.9155 -2.9457 0.01 0.02 0.03
H -1.7225 -2.0298 2.5733 0.02 0.01 0.05
H 2.5704 3.3277 -4.0459 0.00 0.03 0.00
H 7.3008 3.8742 2.5762 -0.02 0.00 0.01
H 3.8194 -0.8000 -3.9853 0.05 0.01 0.01
H 6.8088 1.2189 -0.7583 -0.03 0.00 -0.02
H -6.9771 -6.3425 1.2339 -0.04 -0.03 -0.01
H 0.8461 5.9440 0.4537 0.05 0.01 -0.01
H -0.5186 3.2019 -2.5742 0.02 -0.01 -0.07
H -5.8604 -1.7621 -1.1693 0.02 -0.02 -0.02
H 1.9301 -1.3944 -2.6274 -0.01 -0.04 0.05
H -1.7417 5.5465 -1.1823 -0.01 0.00 -0.01
H -8.0155 -6.1365 -0.1864 -0.02 -0.04 0.01
H -1.4366 -0.3107 6.4918 0.01 0.03 0.01
H 4.7837 0.3838 -3.0755 0.10 -0.01 0.09
H -4.9736 0.2241 3.3225 -0.02 0.03 -0.04
H 4.7039 0.4646 -4.8484 -0.03 -0.02 0.01
H -3.7719 -3.9399 -2.5593 -0.02 0.03 0.06
H 2.5383 0.8895 -5.9709 0.01 0.01 -0.01
H -2.0270 2.0982 1.3605 0.00 0.05 0.03
H -0.5522 4.0382 1.9623 0.03 -0.06 0.02
H 1.6334 -3.7855 1.7473 -0.02 -0.07 -0.12
H 1.1523 1.5419 -5.0746 -0.02 -0.03 0.00
H 1.1340 3.8151 -2.6370 0.05 -0.02 -0.10
H -3.3513 2.5131 2.4668 0.03 0.04 0.00
H 8.2751 2.3223 0.9216 -0.01 0.00 0.01
H 4.0741 2.9110 -3.2002 -0.01 0.02 0.00
H 3.9599 2.7386 -4.9581 -0.01 -0.03 -0.03
H 1.4905 -5.1449 0.6336 0.03 0.00 -0.03
H -1.8146 0.9081 -3.5668 0.05 0.04 -0.05
H -6.4497 -6.9517 -0.3326 -0.03 -0.02 0.00
H 1.2316 4.2922 1.9669 -0.03 0.01 0.05
H -0.8556 -5.4941 2.5541 -0.02 -0.03 -0.04
H -2.7118 -1.6707 4.8286 0.00 -0.03 -0.06
H -1.4838 5.1257 0.5102 -0.04 -0.01 -0.04
H -1.9535 1.6038 3.0561 0.00 0.04 0.00
H 1.5918 -0.1680 -4.9187 -0.01 0.01 -0.05
H -3.3847 -4.6749 1.8788 -0.01 0.01 -0.02
H -2.7401 -2.6983 -4.7576 0.01 0.02 0.00
H 4.8569 4.3243 2.5753 -0.04 0.02 -0.04
```
Positions in Å, forces in eV/Å.



Which strongest force on any atom belongs to each record? In order, 0.6 0.8 eV/A.